Entry 1:
Density functional theory data (wB97M-V/def2-TZVPD) for C7H10S in the gas phase at a distorted geometry.

Output
SMILES string: C[C@@]12C[C@H]1C=CCS2
ΔE to the lowest compared entry with this formula, charge and spin in kJ/mol: 243.0
Spin multiplicity: 1
DFT total energy in Ha: -670.81101
Frontier orbital gap in eV: 9.373

Positions of all 18 atoms, in Å:
C 1.21568 0.48695 1.25476
C 0.44218 0.90229 0.00366
C 1.29972 1.02502 -1.27146
C 0.27385 -0.06636 -1.11282
C -0.01075 -1.40905 -0.53159
C -1.08737 -1.38814 0.25023
C -1.99037 -0.14826 0.38597
H 0.56670 -0.06085 1.91113
H 1.63048 1.38251 1.79701
H 2.00644 -0.20313 0.93372
H 2.32955 0.79564 -1.12025
H 1.02579 1.75645 -2.02431
H -0.53673 0.22786 -1.85720
H 0.56465 -2.32613 -0.70494
H -1.33595 -2.23244 0.86357
H -2.64044 -0.25556 1.27717
H -2.61596 -0.07849 -0.50218
S -1.13747 1.59170 0.44753

Atoms 1-2, force components in eV/Å:
C 0.5679 0.4229 -0.7590
C 0.2197 1.3613 0.1565


Entry 2:
Density functional theory data (wB97M-V/def2-TZVPD) for C7H10S2 in the gas phase at a distorted geometry.

Output
ΔE to the lowest compared entry with this formula, charge and spin in kJ/mol: 504.2
Spin multiplicity: 1
DFT total energy in Ha: -1068.90855
Frontier orbital gap (spin up / spin down) in eV: 6.815 / 7.109

Positions of all 19 atoms, in Å:
C -0.41692 1.21841 -0.88250
C 0.70707 0.80372 -0.25173
C 0.33682 -1.63623 -0.09987
C -1.86390 0.73216 -0.64337
C -0.97506 -1.65767 -0.50585
C -1.84482 -0.51439 0.26587
C 2.84950 0.79540 1.27833
S 1.77790 -2.26083 0.00808
S 2.38447 1.00469 -0.52030
H -0.30176 2.08250 -1.49750
H -2.37114 1.60763 -0.19113
H -2.25017 0.56875 -1.59234
H -0.96999 -1.28449 -1.50527
H -1.63796 -2.60709 -0.47222
H -1.37150 -0.41216 1.21173
H -2.95286 -0.75844 0.55496
H 2.44644 -0.17029 1.71282
H 2.47916 1.65937 1.75391
H 3.97472 0.82896 1.37635

Atoms 1-2, force components in eV/Å:
C 1.3645 -0.2842 1.3810
C -2.0822 -2.1469 -1.0481


Entry 3:
Density functional theory data (wB97M-V/def2-TZVPD) for C7H10S2 in the gas phase at a distorted geometry.

Output
SMILES string: SC1(S)C[C@@H]2C=C[C@H]1C2
ΔE to the lowest compared entry with this formula, charge and spin in kJ/mol: 231.9
Spin multiplicity: 1
DFT total energy in Ha: -1069.01227
Frontier orbital gap in eV: 9.473

Positions of all 19 atoms, in Å:
C 1.61763 -0.98201 -0.10974
C 0.79833 -1.22517 0.89967
C 0.89480 1.17749 0.71468
C -0.01992 0.06734 -1.20450
C 1.33433 0.41983 -0.54628
C 0.04722 0.02776 1.25997
C -1.01888 0.00611 0.01092
S -2.24961 1.33078 0.25652
S -1.78547 -1.61322 -0.21005
H 2.13267 -1.68174 -0.59213
H 0.61529 -2.22456 1.38491
H 1.72759 1.40377 1.47858
H 0.16240 2.09669 0.57288
H -0.30685 0.82848 -1.93504
H -0.07186 -0.88955 -1.71585
H 2.13917 0.76231 -1.28990
H -0.35661 0.23927 2.16245
H -2.59427 1.41429 -1.09920
H -3.06596 -1.15785 -0.03792

Atoms 1-2, force components in eV/Å:
C -1.7388 2.4265 3.1875
C 0.5090 -1.5609 2.5750


Entry 4:
Density functional theory data (wB97M-V/def2-TZVPD) for C7H11BN2OS in the gas phase at a distorted geometry.

Output
SMILES string: CB1OCCCN1c1cncs1
ΔE to the lowest compared entry with this formula, charge and spin in kJ/mol: 68.4
Spin multiplicity: 1
DFT total energy in Ha: -881.10154
Frontier orbital gap in eV: 9.501

Positions of all 23 atoms, in Å:
B 0.69342 -1.12452 -0.03571
C -2.43122 1.54678 -0.04152
C -3.95042 -0.05422 0.20498
C -1.64370 0.37325 -0.20091
C 2.14698 1.14849 -0.42148
C 0.67567 1.38010 0.06844
C 2.76514 0.05931 0.35247
C 0.08807 -2.60433 -0.11244
N -3.71851 1.20464 0.24970
N 0.06732 0.14984 -0.07513
O 2.03973 -1.17177 0.26686
S -2.58837 -0.99707 -0.16836
H -2.22068 2.55025 0.22026
H -4.84415 -0.53576 0.20640
H 2.02147 0.81943 -1.50481
H 2.82620 1.90350 -0.35420
H 0.62386 1.80001 1.02869
H 0.30722 2.28088 -0.59682
H 3.86023 -0.19089 -0.07987
H 2.93862 0.45647 1.37185
H 0.96871 -3.07931 0.39815
H 0.21554 -2.88155 -1.12664
H -0.84111 -3.03354 0.35007

Atoms 1-2, force components in eV/Å:
B -0.7964 -0.2691 1.1016
C 0.7647 -3.0796 1.1535


Entry 5:
Density functional theory data (wB97M-V/def2-TZVPD) for a gas-phase ion, C7H11BrClN2 (charge +1) at a distorted geometry.

Output
SMILES string: C[C@]1([NH3+])C=CC(Br)=C(Cl)[C@H]1N
ΔE to the lowest compared entry with this formula, charge and spin in kJ/mol: 0.0
Spin multiplicity: 1
DFT total energy in Ha: -3416.74344
Net charge: +1
Frontier orbital gap in eV: 8.713

Positions of all 22 atoms, in Å:
C -0.03584 0.43214 -2.57527
C -0.19708 0.94214 -1.36264
C 0.22519 -1.01117 -2.78915
C 0.32328 -1.88418 -1.76618
C 0.28054 -1.33127 -0.29492
C -0.21232 0.17550 -0.08269
C -1.73549 0.03047 0.18626
N 0.60599 0.76953 0.92392
N 1.68202 -1.34319 0.24784
Cl 0.46989 -3.61363 -1.84663
Br 0.11770 -1.67541 -4.51086
H -0.10767 1.05036 -3.55418
H -0.46604 2.06595 -1.19783
H -0.19131 -1.97941 0.42021
H -1.86171 -0.60223 1.04022
H -2.34415 -0.30459 -0.61558
H -1.97416 0.93571 0.64228
H 1.01109 1.69198 0.66068
H 0.29129 0.92733 1.87321
H 2.22540 -1.83173 -0.45473
H 1.80180 -1.80901 1.12215
H 1.41808 0.08444 0.89570

Atoms 1-2, force components in eV/Å:
C 0.2489 0.4724 -1.8255
C 0.1668 2.9369 0.1886


Entry 6:
Density functional theory data (wB97M-V/def2-TZVPD) for a gas-phase ion, C7H11BrN (charge +1) at a distorted geometry.

Output
SMILES string: C[N+]1(C)CC=CC=C1Br
ΔE to the lowest compared entry with this formula, charge and spin in kJ/mol: 357.9
Spin multiplicity: 1
DFT total energy in Ha: -2901.69804
Net charge: +1
Frontier orbital gap (spin up / spin down) in eV: 8.015 / 7.577

Positions of all 20 atoms, in Å:
C 0.09213 -0.92113 2.14362
C -0.59417 -1.71635 1.25229
C 0.38648 0.37951 1.87342
C -0.97001 -0.90370 -0.35153
C -0.12874 1.05683 0.64824
C 1.28536 -0.22243 -0.90870
C -0.59179 1.05307 -1.71258
N -0.09032 0.22815 -0.59404
Br -1.51119 -1.99661 -1.74915
H 0.40297 -1.36710 3.07854
H -1.09779 -2.64666 1.39287
H 0.87306 1.00550 2.60160
H -1.19180 1.29415 0.81755
H 0.41141 1.98641 0.46098
H 1.66195 -0.84682 -0.10358
H 1.27628 -0.80273 -1.82912
H 1.93949 0.63828 -1.03267
H 0.04492 1.92751 -1.84147
H -0.58676 0.47682 -2.63647
H -1.61147 1.37731 -1.50981

Atoms 1-2, force components in eV/Å:
C 0.1774 -0.2222 0.2457
C -1.3677 3.1554 -5.4095


Entry 7:
Density functional theory data (wB97M-V/def2-TZVPD) for a molecular structure, C7H11Cl12O9PS2 at a distorted geometry.

Output
Spin multiplicity: 1
DFT total energy in Ha: -7610.49672
Frontier orbital gap in eV: 11.131

Positions of all 42 atoms, in Å:
O 1.17771 0.42248 0.14156
S 0.45642 1.44635 -0.54336
O 1.33128 2.30889 -1.25724
C -0.72071 0.85420 -1.75395
C -1.69016 -0.24339 -1.27002
P -0.83200 -1.89329 -1.36503
O 0.53210 -1.77435 -1.82846
O -1.63807 -2.84449 -2.33170
O -0.87305 -2.60223 0.03627
C -2.36703 -0.04024 0.07682
O -2.99676 1.24327 -0.09397
S -3.78041 1.07439 -1.51155
O -5.11694 0.70530 -1.33460
O -3.60176 2.25471 -2.23656
O -2.83875 -0.08820 -2.14965
H -0.21677 2.25485 0.33184
H -1.22006 1.73710 -2.14553
H -0.14273 0.43951 -2.58456
H -1.25369 -2.66269 -3.21184
H -0.38985 -2.04664 0.68212
H -1.78517 -0.19183 0.97455
H -3.21317 -0.72918 0.01152
C -3.58906 3.90538 1.63135
Cl -3.77090 4.49007 3.28442
Cl -4.67484 4.75546 0.53958
Cl -1.91066 4.07512 1.09394
H -3.84338 2.85477 1.61198
C 1.74457 1.48162 -5.70074
Cl 2.75050 0.09981 -6.12855
Cl 0.41826 0.98010 -4.63746
Cl 2.69957 2.74481 -4.93733
H 1.31150 1.88094 -6.60788
C 2.35735 -3.56631 1.97785
Cl 3.48007 -3.47912 3.33928
Cl 0.93751 -4.53209 2.39856
Cl 1.88105 -1.94908 1.46104
H 2.86077 -4.04922 1.15077
C 5.61145 -1.86103 6.64127
Cl 5.43661 -3.13268 5.42923
Cl 6.98034 -2.19255 7.70353
Cl 5.78574 -0.28572 5.86908
H 4.71312 -1.84475 7.24343

Atoms 1-2, force components in eV/Å:
O -1.2457 -1.1589 1.0887
S 1.8442 0.5381 -0.8005


Entry 8:
Density functional theory data (wB97M-V/def2-TZVPD) for 2 unconnected molecules or ions with the total composition C7H11Cl2NO at a distorted geometry.

Output
Spin multiplicity: 3
⟨S²⟩: 2.01
DFT total energy in Ha: -1323.42438
Frontier orbital gap (spin up / spin down) in eV: 6.204 / 8.343

Positions of all 22 atoms, in Å:
C -1.87124 -1.30989 -0.22603
C -2.46056 -0.13081 -0.18006
C -1.46008 0.83082 0.41112
C -1.84525 1.51167 1.82524
C 2.34971 -0.74034 0.17641
C 0.91367 -0.61402 -1.77069
C 1.20154 0.04946 -0.49877
N -0.33497 -0.01139 0.77256
O -0.71177 -1.32563 0.47161
Cl -3.82572 0.56905 -0.94369
Cl 1.43803 1.82471 -0.55709
H -2.25206 -2.16915 -0.68400
H -1.13486 1.43297 -0.45697
H -1.38074 0.84443 2.68820
H -2.90062 1.68064 1.82048
H -1.42217 2.45072 1.96118
H 1.75432 -1.23870 0.87711
H 2.78620 -1.45776 -0.57115
H 3.14832 -0.19736 0.65759
H -0.00420 -0.33411 -2.27841
H 0.93745 -1.64705 -1.54318
H 1.52585 -0.20033 -2.55065

Atoms 1-2, force components in eV/Å:
C -1.3170 0.7757 0.4531
C 0.6407 1.5034 0.0879


Entry 9:
Density functional theory data (wB97M-V/def2-TZVPD) for 2 unconnected molecules or ions with the total composition C7H11Cl4F3NO.

Output
Spin multiplicity: 1
DFT total energy in Ha: -2543.44892
Net charge: +1
Frontier orbital gap in eV: 10.051

Positions of all 27 atoms, in Å:
F 0.63185 -0.53545 0.31138
C 1.64314 0.31823 0.68486
F 2.53824 -0.38994 1.31451
F 2.16300 0.78450 -0.45310
O 1.18499 1.28958 1.50125
C 0.34506 2.28134 0.89340
C -1.09460 1.80683 0.61704
C -1.67332 0.72713 1.56972
C -2.47253 -0.22893 0.68702
N -1.95213 -0.02915 -0.72848
C -1.30581 1.32985 -0.83764
H 0.32284 3.11137 1.59710
H 0.79533 2.66541 -0.02326
H -1.71427 2.68621 0.79842
H -2.41117 1.22998 2.19220
H -0.91372 0.24914 2.17990
H -2.35527 -1.28360 0.92528
H -3.52722 0.03840 0.65699
H -2.70238 -0.13674 -1.40986
H -1.26539 -0.75438 -0.93247
H -1.92526 2.04408 -1.37337
H -0.35533 1.14800 -1.33247
C 3.21814 -3.67429 -1.76643
Cl 3.63307 -5.21973 -1.03907
Cl 2.98617 -2.46281 -0.49787
Cl 4.50156 -3.15347 -2.85138
Cl 1.70498 -3.84154 -2.68367

Atoms 1-2, force components in eV/Å:
F -0.0984 0.0331 -0.0661
C -0.2205 0.4986 0.1435


Entry 10:
Density functional theory data (wB97M-V/def2-TZVPD) for a molecular structure, C7H11ClN2O4S at a distorted geometry.

Output
ΔE to the lowest compared entry with this formula, charge and spin in kJ/mol: 91.1
Spin multiplicity: 1
DFT total energy in Ha: -1541.96486
Frontier orbital gap in eV: 7.260

Positions of all 26 atoms, in Å:
C -2.40924 0.07337 0.19034
C -1.07313 1.00475 -1.56502
C -2.27640 0.50597 -1.13096
C -1.40322 -0.20532 0.99202
C -0.04397 0.10643 0.46145
C -1.22018 -0.75615 2.44203
C 1.18347 1.67651 -0.96586
N 0.03416 0.86537 -0.76534
N 3.57463 -0.57803 1.00293
O 1.47203 -1.19465 -1.20490
O -0.74136 -2.02381 -0.68495
O 3.78562 -0.39731 -0.24218
O 2.48798 -1.02524 1.33211
S 0.76045 -1.58549 0.02119
Cl -3.69486 0.89678 -1.97642
H -3.51122 -0.12154 0.52775
H -0.92569 1.35734 -2.49813
H 0.45419 0.72232 1.24437
H -0.90677 0.20384 2.98492
H -0.39092 -1.40105 2.62934
H -2.19290 -1.33593 2.75114
H 1.98523 1.12863 -1.53765
H 0.96066 2.66448 -1.46137
H 1.67068 1.80514 0.01384
H 3.07004 -0.46301 -0.94193
H -0.64928 -1.92342 -1.61869

Atoms 1-2, force components in eV/Å:
C -4.0891 -1.5680 2.4319
C -1.3902 -2.5260 3.2454


Entry 11:
Density functional theory data (wB97M-V/def2-TZVPD) for C7H11F2I in the gas phase at a distorted geometry.

Output
ΔE to the lowest compared entry with this formula, charge and spin in kJ/mol: 0.0
Spin multiplicity: 1
DFT total energy in Ha: -770.61485
Frontier orbital gap in eV: 7.641

Positions of all 21 atoms, in Å:
C 0.98050 -1.07384 1.11792
C 0.25867 0.14448 0.69900
C 0.94591 1.43896 1.03005
C -1.78004 1.33903 -0.07576
C -1.56110 -1.18969 -0.31993
C -0.96594 0.10367 0.14470
C 1.71299 -0.47267 -1.83155
F 2.97586 -0.18229 -2.21143
F 1.10600 -0.85952 -2.97432
I 1.84737 -2.32442 -0.53053
H 0.34584 -1.79180 1.63041
H 1.84672 -0.83878 1.72883
H 2.02412 1.32762 0.94507
H 0.71102 1.74575 2.05026
H 0.63237 2.23104 0.35652
H -1.94028 1.85487 0.87114
H -2.74717 1.08885 -0.50173
H -1.27654 2.03019 -0.75080
H -1.32922 -2.01845 0.34462
H -1.14732 -1.43109 -1.30183
H -2.63975 -1.12190 -0.42064

Atoms 1-2, force components in eV/Å:
C -0.1288 -0.1261 -0.1101
C -0.1934 0.0593 -0.0541